Entry from the OMol25 dataset: C38H31BN7O5SW as an isolated structure (ωB97M-V/def2-TZVPD).

Geometry as ORCA input:
```
! RIJCOSX wB97M-V def2-TZVPD def2/J DEFGRID3
* xyz 3 1
W -0.29892 0.08879 0.44828
C 5.03104 0.25147 0.65243
C 3.75064 0.20857 -0.09005
C 3.53698 0.16416 -1.46994
C 2.17422 0.09801 -1.66225
N 1.55985 0.14673 -0.43684
N 2.55486 0.18503 0.51629
B 2.16732 0.12559 2.00982
N 1.26627 1.36779 2.26763
N 0.42077 1.83224 1.25780
C 0.06649 3.12232 1.61586
C 0.61089 3.39955 2.85242
C 1.35782 2.28683 3.23562
C 2.19783 2.11492 4.44439
C -0.63044 4.09033 0.76724
C -0.40017 4.13723 -0.61246
C -0.97305 5.14127 -1.37460
C -1.77692 6.10019 -0.77238
C -2.00112 6.06556 0.59981
C -1.42558 5.07230 1.36944
N 1.34540 -1.18276 2.19747
N 0.52466 -1.63582 1.17653
C 0.16425 -2.92920 1.48902
C 0.70487 -3.23944 2.73032
C 1.42556 -2.13469 3.15321
C 2.22283 -1.96789 4.39108
C -0.59427 -3.80586 0.60578
C -0.53534 -3.65617 -0.78642
C -1.22657 -4.52974 -1.60370
C -1.97870 -5.55782 -1.04538
C -2.02541 -5.72621 0.33346
C -1.33180 -4.86053 1.15715
C 1.40903 -0.12935 -2.87632
C 0.05064 -0.40900 -2.77949
C -0.72301 -0.74784 -3.86810
C -0.10915 -0.80377 -5.11668
C 1.24171 -0.51163 -5.24509
C 2.00480 -0.18071 -4.13531
H 5.86674 0.27593 -0.04137
H 5.13631 -0.62870 1.28914
H 5.08127 1.13881 1.28548
H 4.30128 0.14082 -2.22853
H 3.09808 0.13880 2.73722
H 0.56087 4.33755 3.37931
H 2.07369 2.96911 5.10487
H 3.25292 2.03727 4.17575
H 1.91838 1.21192 4.98783
H 0.26927 3.42274 -1.07581
H -0.77444 5.19257 -2.43764
H -2.21171 6.89106 -1.36990
H -2.61489 6.82348 1.06814
H -1.60589 5.04780 2.43718
H 0.64417 -4.18829 3.23736
H 2.20830 -2.89022 4.96606
H 1.80454 -1.17431 5.01302
H 3.25936 -1.71663 4.16307
H 0.09048 -2.88930 -1.22604
H -1.16598 -4.42919 -2.67939
H -2.51757 -6.24082 -1.68840
H -2.60522 -6.53260 0.76148
H -1.36817 -4.99550 2.23216
H -0.43611 -0.33627 -1.79368
H -1.77573 -0.97426 -3.75554
H -0.68823 -1.07735 -5.98876
H 1.70789 -0.55223 -6.22038
H 3.05981 0.02835 -4.25481
O -4.35021 -3.47451 3.31670
C -3.68591 -2.68403 2.74447
C -3.54612 -2.54115 1.19118
O -4.13042 -3.12495 0.33687
C -2.47691 -1.51261 1.05238
C -2.14914 -0.92639 2.23484
O -1.25999 0.07860 2.11604
C -2.78337 -1.58326 3.40563
O -2.58172 -1.40283 4.56405
O -1.76461 -1.09249 0.00676
S -3.94508 2.77138 -0.26438
C -3.34436 2.35111 -1.80402
C -2.20786 1.63854 -1.69021
N -1.78688 1.42868 -0.38101
C -2.65079 2.00358 0.46216
H -3.85269 2.64665 -2.70870
H -1.62012 1.28688 -2.52044
H -2.53752 1.96560 1.53462
*
```

## Properties
**E**: -2715.3717 Eh
**Frontier orbital gap**: 4.7 eV
**Max |F|**: 0.98 eV/Å
**ΔE to the lowest compared entry with this formula, charge and spin**: 0.000 eV



Entry from the OMol25 dataset: C38H31N5O5Pt as an isolated structure (ωB97M-V/def2-TZVPD).

Geometry as ORCA input:
```
! RIJCOSX wB97M-V def2-TZVPD def2/J DEFGRID3
* xyz 2 5
Pt -0.23083 0.22781 -0.76188
C 1.93722 -3.69325 -3.96584
O 0.62382 -4.29578 -3.87655
C -0.18520 -4.18733 -2.85925
C -1.32760 -5.02138 -2.93054
C -2.21871 -5.10138 -1.89561
C -2.01461 -4.32440 -0.74648
C -0.96918 -3.39808 -0.65448
C -0.92115 -2.64068 0.53249
N -0.29239 -1.48243 0.71428
N -0.22740 -1.08068 1.95621
C 0.25111 0.21798 2.07158
O 0.38742 0.95327 1.06644
C 0.58182 0.69641 3.39590
C 1.13002 1.97911 3.52432
C 1.43384 2.46486 4.77887
C 1.18981 1.68044 5.90348
C 0.65005 0.40493 5.77930
C 0.34780 -0.09478 4.52737
C 0.03630 -3.29991 -1.70792
O 1.03994 -2.58455 -1.61685
H 2.36575 -4.12884 -4.86165
H 2.52281 -3.94766 -3.08737
H 1.85007 -2.61580 -4.06139
H -1.43718 -5.62907 -3.81965
H -3.06011 -5.77686 -1.94950
H -2.69910 -4.42397 0.08759
H -1.46989 -3.00517 1.39910
H 1.31671 2.56998 2.63737
H 1.86117 3.45199 4.89006
H 1.42757 2.06598 6.88625
H 0.47140 -0.19580 6.66013
H -0.07341 -1.08384 4.41727
C -4.52652 0.64198 -0.27914
O -4.19916 0.20077 -1.63986
C -2.88487 0.14209 -1.69467
N -2.25554 0.31484 -0.55787
C -3.24265 0.38127 0.53034
C -2.90637 1.41104 1.57608
C -3.02322 1.09122 2.92202
C -2.71907 2.03505 3.89536
C -2.28769 3.29691 3.52132
C -2.16431 3.62048 2.17413
C -2.47626 2.68270 1.20405
C -2.11605 -0.09596 -2.88393
C -2.50402 -0.06782 -4.20830
C -1.53499 -0.16671 -5.20760
C -0.17064 -0.17882 -4.86326
C 0.18637 -0.20680 -3.54049
N -0.78711 -0.31469 -2.56305
C 1.49246 -0.04699 -2.93546
N 1.57048 0.22477 -1.66177
C 2.97021 0.13072 -1.23245
C 3.67822 0.19411 -2.59975
O 2.63450 -0.17447 -3.57140
C 3.36880 1.20600 -0.25684
C 4.18105 0.88799 0.82366
C 4.57201 1.87556 1.71845
C 4.14682 3.18294 1.53607
C 3.33045 3.50383 0.45811
C 2.94391 2.51876 -0.43698
H -5.38195 0.06395 0.05374
H -4.77811 1.70074 -0.32641
H -3.29616 -0.60011 1.01574
H -3.35437 0.10061 3.21445
H -2.81861 1.78163 4.94238
H -2.05249 4.03441 4.27706
H -1.83222 4.60790 1.88233
H -2.37899 2.93976 0.15463
H -3.54879 0.06470 -4.45537
H -1.82770 -0.14377 -6.24637
H 0.59682 -0.12387 -5.62392
H 3.10567 -0.85205 -0.77059
H 4.49288 -0.51272 -2.71312
H 4.00624 1.20277 -2.84632
H 4.50970 -0.13473 0.96961
H 5.21178 1.62313 2.55330
H 4.45839 3.95450 2.22763
H 3.00381 4.52466 0.30929
H 2.30940 2.77662 -1.27791
*
```

## Properties
**E**: -2235.3423 Eh
**Frontier orbital gap (spin up / spin down)**: 5.5 / 5.4 eV
**Max |F|**: 0.11 eV/Å
**ΔE to the lowest compared entry with this formula, charge and spin**: 0.000 eV
**<S²>**: 6.072



Entry from the OMol25 dataset: C38H32AsBIrN8S3Se as an isolated structure (ωB97M-V/def2-TZVPD).

Geometry as ORCA input:
```
! RIJCOSX wB97M-V def2-TZVPD def2/J DEFGRID3
* xyz 2 6
Ir -0.48604 1.08124 0.07438
Se -8.08519 -0.64236 1.29538
N -6.87483 0.11396 2.34957
C -5.76541 0.19162 1.66208
C -4.53016 0.75701 2.19070
C -4.40798 1.25701 3.48905
C -3.19342 1.75801 3.89994
C -2.12646 1.75582 3.00380
N -2.23379 1.28951 1.77235
C -3.40829 0.79490 1.36257
C -3.47032 0.26524 0.00245
N -2.34183 0.31921 -0.75657
C -2.37214 -0.19927 -1.94092
C -3.44576 -0.80267 -2.56440
C -4.60462 -0.84125 -1.81632
C -4.62326 -0.30800 -0.51884
C -5.81108 -0.33510 0.32666
N -6.95565 -0.83326 -0.05998
H -5.26817 1.24169 4.14544
H -3.06019 2.15436 4.89670
H -1.15454 2.13984 3.29004
H -1.28710 1.52117 -3.47355
H -3.37774 -1.20547 -3.56419
H -5.50975 -1.28600 -2.21153
S -0.79122 2.93842 -1.00932
C -0.45240 1.52029 -4.15807
C -0.60914 2.08055 -5.41937
C 0.45618 2.09552 -6.30647
C 1.67812 1.54918 -5.93736
C 1.83965 0.99025 -4.67751
C 0.77056 0.97432 -3.78429
As 1.02426 0.13562 -2.06355
C 2.87367 0.56226 -1.70621
C 3.85530 -0.40118 -1.52096
C 5.16618 -0.00779 -1.27320
C 5.49454 1.33737 -1.21829
C 4.51504 2.30246 -1.42293
C 3.20695 1.91571 -1.66539
C 0.94450 -1.74778 -2.45668
C 0.41239 -2.17140 -3.67167
C 0.32167 -3.52866 -3.94878
C 0.75853 -4.45970 -3.01803
C 1.28049 -4.03744 -1.80236
C 1.36380 -2.68410 -1.51304
H -1.55970 2.51259 -5.70416
H 0.33728 2.53725 -7.28703
H 2.50971 1.56212 -6.62929
H 2.79807 0.57269 -4.39368
H 3.61719 -1.45426 -1.58101
H 5.93194 -0.75936 -1.13362
H 6.51753 1.63704 -1.03265
H 4.77505 3.35303 -1.41036
H 2.45284 2.67306 -1.85879
H 0.08724 -1.44944 -4.41098
H -0.08042 -3.85682 -4.89825
H 0.69475 -5.51662 -3.24084
H 1.62524 -4.76437 -1.07848
H 1.75838 -2.36146 -0.55770
C 1.62892 4.08440 3.48254
N 1.98831 2.66797 3.55686
C 2.60096 2.06081 4.61782
C 2.81785 0.76770 4.25430
N 2.33130 0.58456 2.99053
B 2.45438 -0.77663 2.18016
N 1.33990 -1.69644 2.74609
C 1.45842 -2.47259 3.88071
C 0.26393 -3.05337 4.12195
N -0.59167 -2.61598 3.13231
C -1.97711 -3.03973 2.97408
C 0.08558 -1.79864 2.29892
S -0.61379 -1.26472 0.81005
C 1.81991 1.74407 2.58115
S 1.24633 2.21407 1.01283
H 2.01584 4.57656 4.36933
H 0.54829 4.20502 3.44453
H 2.07566 4.53344 2.59893
H 2.84335 2.59360 5.52073
H 3.31175 -0.02437 4.78881
H 2.26986 -0.54796 1.01984
H 3.52677 -1.24424 2.43907
H 2.39334 -2.56478 4.40426
H -0.05216 -3.73864 4.88820
H -2.30326 -3.49173 3.90639
H -2.06580 -3.76403 2.16661
H -2.59728 -2.17486 2.74853
*
```

## Properties
**E**: -7865.7626 Eh
**Frontier orbital gap (spin up / spin down)**: 6.4 / 5.1 eV
**Max |F|**: 0.18 eV/Å
**ΔE to the lowest compared entry with this formula, charge and spin**: 0.679 eV
**<S²>**: 8.785